{
  "formula": "C25H71N9O11",
  "method": "wB97M-V/def2-TZVPD",
  "elements": ["C", "C", "C", "C", "C", "C", "N", "O", "C", "C", "C", "H", "H", "H", "H", "H", "H", "H", "H", "H", "H", "H", "H", "H", "H", "H", "H", "H", "H", "H", "C", "O", "N", "N", "H", "H", "H", "H", "C", "O", "N", "N", "H", "H", "H", "H", "C", "O", "N", "N", "H", "H", "H", "H", "C", "O", "N", "N", "H", "H", "H", "H", "C", "C", "O", "H", "H", "H", "H", "H", "H", "C", "C", "O", "H", "H", "H", "H", "H", "H", "C", "C", "O", "H", "H", "H", "H", "H", "H", "C", "C", "O", "H", "H", "H", "H", "H", "H", "C", "C", "O", "H", "H", "H", "H", "H", "H", "C", "C", "O", "H", "H", "H", "H", "H", "H"],
  "coordinates": [[2.043755, -0.799586, -3.992781], [3.130305, 0.091114, -3.424911], [4.149215, 0.498044, -4.579381], [3.666625, 1.717664, -5.502081], [3.194825, 2.884384, -4.613271], [2.093205, 2.505204, -3.548501], [2.634495, 1.335434, -2.779571], [1.871785, 1.026754, -1.655331], [1.837025, 3.708794, -2.645791], [0.792305, 2.103964, -4.288431], [4.148715, -0.718276, -2.531081], [1.231545, -0.915896, -3.275231], [2.478795, -1.773056, -3.766551], [1.756825, -0.869956, -5.041981], [5.162155, 0.746984, -4.263001], [4.413205, -0.372796, -5.179411], [2.902545, 1.379054, -6.201821], [4.478035, 2.030374, -6.159281], [2.792995, 3.539184, -5.386491], [3.995135, 3.501844, -4.205411], [1.473735, 4.595734, -3.164891], [1.002215, 3.609014, -1.952081], [2.700365, 3.994114, -2.044681], [0.923695, 1.245574, -4.947211], [0.091055, 1.749114, -3.533151], [0.355185, 2.963704, -4.796241], [4.597715, -1.590236, -3.006681], [3.533825, -1.009226, -1.679401], [4.902525, -0.120206, -2.019041], [0.999855, 0.943024, -2.048161], [-0.942845, -2.476706, 4.650289], [-0.036095, -1.769766, 4.390059], [-2.103815, -2.039756, 4.981649], [-0.958035, -3.776296, 4.473519], [-2.880555, -2.667016, 5.134339], [-2.280845, -1.061966, 5.162449], [-0.250155, -4.171826, 3.871389], [-1.812135, -4.308016, 4.562299], [-0.208185, 4.329074, 2.254639], [-1.113385, 4.346674, 3.074809], [1.004375, 4.701764, 2.602539], [-0.282545, 4.137264, 0.954809], [1.274845, 4.942474, 3.545409], [1.709325, 4.630304, 1.882789], [-1.073975, 3.716884, 0.488969], [0.649465, 4.211564, 0.572779], [3.182365, -3.762396, 0.879939], [2.994895, -3.158846, -0.154271], [2.690475, -3.475206, 2.030929], [3.714125, -4.920636, 0.808659], [2.386145, -2.525256, 2.189299], [3.088915, -3.985306, 2.806269], [3.995195, -5.508036, 1.580709], [4.045605, -5.197106, -0.104461], [-3.429535, -0.315596, -2.639871], [-2.469365, 0.473314, -2.607761], [-3.504265, -1.457546, -1.966431], [-4.544395, 0.057214, -3.112051], [-4.326615, -2.043696, -1.950461], [-2.749675, -1.611246, -1.312921], [-4.720865, 0.975554, -3.493641], [-5.197325, -0.713176, -3.095221], [4.437115, 1.327494, 4.099669], [3.954015, 0.984104, 2.689839], [5.036015, 1.330304, 1.861029], [5.315565, 0.743844, 4.374959], [3.623275, 0.987054, 4.739879], [4.556625, 2.390614, 4.308459], [2.948025, 1.361364, 2.506089], [3.870205, -0.074526, 2.444119], [4.688485, 1.484754, 0.979569], [-1.400625, 1.552884, 4.586219], [-2.840505, 1.780924, 4.982239], [-3.599445, 0.598734, 4.766479], [-1.246135, 1.322064, 3.532199], [-0.786405, 0.859834, 5.161129], [-0.921345, 2.492624, 4.860599], [-3.270275, 2.546104, 4.335789], [-3.046745, 2.244564, 5.946919], [-4.146195, 0.785504, 3.999809], [-0.501125, -3.804746, -3.157421], [-0.088485, -4.085906, -1.640431], [-0.774605, -3.433706, -0.629471], [-1.485795, -4.240716, -3.326071], [0.143345, -4.240736, -3.920751], [-0.680615, -2.753256, -3.381581], [0.800635, -3.456116, -1.671171], [0.088175, -5.160336, -1.590491], [-0.465565, -2.527606, -0.558231], [-4.318315, 3.443974, 1.106979], [-4.169515, 2.615394, -0.178521], [-2.869885, 2.742234, -0.748851], [-4.474545, 2.822994, 1.989059], [-5.200255, 4.074934, 0.996699], [-3.438355, 4.068354, 1.261659], [-4.850865, 2.961414, -0.955781], [-4.389385, 1.557744, -0.033091], [-2.756305, 2.105234, -1.458031], [-3.921225, -2.253816, 1.531659], [-4.543185, -3.564916, 1.080599], [-5.883635, -3.489476, 0.869219], [-4.585995, -1.733606, 2.221259], [-3.601845, -1.649026, 0.682939], [-3.022295, -2.486386, 2.102559], [-4.457235, -4.423086, 1.747129], [-4.056805, -3.943586, 0.181629], [-6.187115, -4.179976, 0.275319], [0.406535, -0.661566, 1.387719], [-0.827145, -0.088806, 0.689639], [-0.776795, -0.588716, -0.640891], [1.359595, -0.605626, 0.861749], [0.251655, -1.694586, 1.699149], [0.491155, -0.243786, 2.390909], [-0.691395, 0.989504, 0.606419], [-1.790565, -0.415156, 1.081319], [-1.108725, 0.048654, -1.277421]],
  "forces_ev_per_angstrom": [[0.526, -2.243, 1.549], [2.769, 1.674, -2.261], [-0.787, 1.507, -1.381], [0.676, -1.638, 1.616], [-0.765, -0.173, -0.915], [0.787, -0.858, -1.415], [2.245, 0.750, 0.030], [-0.393, 0.222, -0.167], [-0.423, 0.286, 0.640], [0.235, -0.063, 0.766], [-2.193, 0.696, 1.733], [-0.653, 0.662, -0.343], [0.037, -0.596, -0.595], [-0.009, 0.847, 0.140], [-0.238, 0.450, 0.957], [-0.728, -0.328, -0.236], [-0.405, 0.075, 0.263], [0.231, 0.125, 0.176], [-0.742, 0.515, 0.363], [0.291, -0.561, 0.460], [0.492, -0.044, -0.744], [0.008, -0.798, 0.211], [0.196, -0.135, -0.150], [0.142, 0.382, -0.215], [-0.468, 0.169, -0.040], [-0.060, -0.135, -0.086], [-0.271, 0.186, -0.184], [0.089, -0.893, 0.133], [0.168, 0.429, -0.682], [-0.836, -0.547, 0.572], [-0.734, -0.517, -0.937], [4.129, 2.395, -0.569], [-4.717, 2.059, 2.163], [0.980, -4.505, -0.543], [0.168, 0.342, -0.054], [0.017, -0.076, -0.229], [-0.117, 0.082, 0.192], [0.300, 0.164, -0.162], [-2.423, 0.884, 2.103], [-0.867, -0.549, 0.002], [3.756, 0.691, 0.675], [0.160, -0.525, -2.011], [-0.353, -0.210, -0.355], [0.362, 0.214, 0.789], [0.067, -0.084, -0.144], [-0.899, -0.522, -1.232], [-1.465, 1.516, -3.341], [-0.090, 1.935, -1.106], [-1.264, 1.825, 4.599], [3.495, -5.846, -0.628], [-0.092, -0.166, 0.151], [-0.391, 0.459, 0.215], [-0.193, 0.282, -0.111], [-0.081, 0.074, 0.265], [2.340, 0.897, 2.359], [1.627, 0.323, 0.172], [1.853, -1.274, 0.784], [-4.232, 0.741, -2.504], [-0.208, -0.082, 0.061], [0.080, -0.506, -0.218], [0.083, -0.465, -0.123], [-1.279, 0.605, -0.456], [-1.439, -1.172, 0.190], [1.011, -0.818, 0.726], [0.061, 1.464, -1.232], [0.131, 0.271, -0.145], [0.029, -0.007, 0.479], [0.202, -0.034, -0.446], [0.219, 0.858, -0.453], [-0.480, -0.551, 1.131], [0.179, -0.044, -0.320], [0.799, 1.029, 1.074], [-0.224, 0.203, -1.155], [-0.570, -0.262, 0.369], [-0.268, 0.198, 0.034], [-0.653, -0.634, 0.191], [0.271, 0.325, -0.667], [0.327, 0.205, -0.398], [0.499, -0.690, 0.581], [-0.100, -0.399, 0.009], [-2.035, -0.450, 1.028], [2.086, 2.568, -3.225], [-2.023, -1.195, 0.776], [-0.232, -0.209, -0.166], [0.453, -0.024, 0.393], [0.428, 0.197, 0.241], [1.339, -1.320, 0.214], [-0.167, 0.164, 0.959], [0.031, 0.307, -0.236], [-0.093, -0.267, -0.597], [0.071, -0.109, -0.566], [0.685, 0.699, 0.954], [0.164, -0.036, -0.012], [0.077, 0.156, 0.177], [-0.061, 0.005, 0.059], [-0.443, 0.103, 0.173], [-0.077, -0.093, 0.241], [-0.062, -0.573, -0.432], [0.186, -0.793, 0.422], [1.394, -1.332, -0.270], [-2.742, 1.293, -0.349], [-0.090, 0.219, -0.266], [-0.455, 0.174, 0.131], [0.215, -0.002, 0.035], [1.022, 0.212, 0.931], [0.449, 0.318, -0.322], [0.041, -0.049, -0.243], [-0.756, -0.470, 1.559], [1.529, -0.139, -1.018], [0.441, -0.706, -0.380], [-0.302, 0.364, -0.381], [-0.143, -0.389, -0.569], [0.219, 0.563, 0.015], [-0.539, 0.207, 0.476], [0.189, 0.407, 0.723], [-0.724, 0.135, -0.446]],
  "de_lowest_kj_mol": 54.4,
  "total_charge": -1,
  "molar_mass_g_mol": 673.9,
  "spin_multiplicity": 2,
  "energy_ev": -63006.634
}